Here is an isolated molecule of C21H29N5O3S from the Open Molecules 2025 dataset. Energies are from ωB97M-V/def2-TZVPD.

Last column: Löwdin charge in e.
CARTESIAN COORDINATES (ANGSTROEM)
C  -7.646521  -0.607071  1.899692  -0.082
H  -8.541185  -0.347755  1.325452  0.098
H  -7.599973  0.012469  2.801808  0.096
O  -6.480180  -0.487576  1.123958  -0.113
C  -6.202453  0.721584  0.533223  -0.199
C  -6.952098  1.863888  0.755372  -0.028
C  -6.658857  3.050047  0.098900  -0.095
C  -5.606559  3.092753  -0.789647  -0.096
C  -4.835729  1.962121  -1.003298  -0.027
C  -5.097977  0.760231  -0.350943  -0.155
N  -4.375662  -0.407535  -0.606765  -0.091
C  -3.818455  -1.159086  0.493591  -0.125
H  -4.461384  -1.075772  1.365481  0.117
C  -2.402336  -0.659402  0.837114  -0.108
N  -1.559385  -0.776209  -0.330924  -0.050
C  -0.493292  -1.576730  -0.495134  -0.424
O  0.087620  -1.649623  -1.571982  0.028
C  -0.033425  -2.379230  0.715803  -0.081
H  -0.840453  -3.055065  1.008550  0.125
C  1.219534  -3.212184  0.414041  -0.083
C  2.476219  -2.365896  0.461746  -0.487
O  3.267452  -2.389361  1.380454  0.001
N  2.638356  -1.559247  -0.624219  0.119
C  3.683575  -0.691724  -0.741908  -0.573
N  3.831084  0.126078  -1.729226  0.006
N  4.924205  0.875200  -1.625060  -0.005
C  5.626340  0.650505  -0.574682  -0.599
C  6.875889  1.366492  -0.228849  -0.186
H  7.685775  0.639182  -0.129547  0.117
H  7.114227  2.047248  -1.047766  0.126
C  6.741261  2.151218  1.086441  -0.451
C  5.677244  3.236205  0.951715  -0.072
H  4.718222  2.803451  0.677197  0.072
H  5.960208  3.948864  0.180154  0.085
H  5.557801  3.771413  1.891064  0.077
C  8.085590  2.761576  1.470280  -0.082
H  7.998275  3.312089  2.404070  0.075
H  8.839350  1.987932  1.598139  0.075
H  8.424054  3.448399  0.697393  0.081
H  6.434543  1.450042  1.871198  0.119
S  4.948173  -0.601944  0.465762  1.137
H  1.901678  -1.531116  -1.334847  0.124
H  1.122868  -3.664935  -0.573996  0.126
H  1.322677  -3.995518  1.165275  0.125
H  0.169167  -1.703073  1.549435  0.132
C  -2.079057  -0.025850  -1.460162  -0.102
H  -1.426047  -0.203037  -2.315373  0.125
C  -3.512208  -0.491010  -1.762153  -0.134
H  -3.936176  0.080090  -2.587188  0.124
H  -3.474286  -1.544939  -2.062323  0.133
H  -2.063814  1.038181  -1.204129  0.125
H  -1.999290  -1.222377  1.675236  0.113
H  -2.457349  0.399589  1.118549  0.138
H  -3.763662  -2.212256  0.195757  0.133
H  -4.014185  2.030345  -1.698030  0.098
H  -5.370150  4.004903  -1.316014  0.102
H  -7.262218  3.925185  0.283568  0.101
H  -7.789905  1.839764  1.433652  0.101
H  -7.697005  -1.656045  2.188934  0.095

Cartesian forces, eV/Å:
C -0.20 -0.03 0.16
H 0.04 0.01 0.02
H -0.02 -0.01 -0.06
O 0.29 0.28 -0.41
C -0.02 -0.08 0.12
C -0.06 -0.14 0.13
C 0.05 0.07 -0.08
C -0.12 0.13 0.03
C 0.02 -0.12 0.05
C -0.16 0.05 0.07
N -0.20 -0.27 -0.17
C 0.29 0.11 0.47
H 0.08 -0.07 -0.05
C -0.38 -0.24 0.22
N -0.08 0.21 -0.16
C -0.04 0.00 0.36
O 0.08 -0.19 -0.30
C 0.20 -0.15 -0.22
H -0.01 0.09 0.08
C -0.07 0.04 0.11
C -0.41 -0.28 -0.35
O 0.06 -0.14 0.33
N -0.28 -0.10 -0.26
C 0.98 0.24 0.72
N -1.44 -0.87 -0.29
N 1.06 1.03 -0.30
C -0.15 -0.68 0.51
C 0.09 0.04 0.35
H 0.09 0.05 -0.06
H 0.02 -0.03 -0.03
C 0.14 0.21 -0.16
C 0.05 -0.27 0.14
H -0.14 0.03 -0.04
H 0.03 0.11 -0.11
H -0.03 0.09 0.08
C -0.23 -0.20 0.06
H 0.05 0.09 0.09
H 0.14 -0.05 0.01
H 0.07 0.10 -0.09
H 0.02 0.03 -0.01
S 0.01 0.60 -0.80
H 0.11 -0.05 0.18
H -0.01 -0.03 0.06
H 0.06 0.09 -0.07
H -0.13 -0.04 0.06
C -0.10 -0.01 -0.47
H -0.09 0.10 0.11
C 0.24 0.16 -0.09
H 0.01 -0.04 -0.01
H 0.04 0.07 -0.05
H 0.01 -0.03 -0.03
H 0.04 0.04 -0.01
H 0.02 -0.08 0.06
H 0.01 0.00 0.08
H 0.10 -0.05 -0.04
H 0.02 0.08 -0.04
H -0.05 0.08 0.02
H -0.07 -0.06 0.07
H -0.05 0.08 0.01

SMILES string = COc1ccccc1N1CCN(C(=O)CCC(=O)Nc2nnc(CC(C)C)s2)CC1
Orbital gap = 0.3079 Ha
Relative energy (zero: lowest compared OMol25 entry of this formula, charge and spin) = 144.70 kJ/mol
Net charge = 0
Multiplicity = 1